# C29H46InP2S

C29H46InP2S as an isolated structure in a non-equilibrium geometry (ωB97M-V/def2-TZVPD, OMol25).

Geometry as XYZ:
```
79
Properties=species:S:1:pos:R:3:forces:R:3
In -0.2025 -0.0743 1.5852 0.5 0.2 2.2
C -0.6440 -2.6145 2.5813 1.1 -0.1 -0.8
C 0.6642 -3.0003 2.1929 -0.8 0.4 0.5
C 0.8973 -1.3206 3.7555 0.6 -0.4 -1.1
C -0.5188 -1.5308 3.5363 0.2 0.8 -0.9
C 1.6036 -2.1949 2.8898 -1.0 0.4 0.8
C -1.9076 -3.3336 2.2786 -0.5 -0.3 -0.2
H -1.9087 -3.7813 1.2763 0.1 0.0 0.2
H -2.7873 -2.6804 2.3386 0.2 -0.1 0.0
H -2.0557 -4.1500 3.0033 -0.1 0.2 -0.2
C -1.6014 -1.0387 4.4364 -0.4 0.2 0.3
H -2.5873 -1.3886 4.1096 0.2 0.1 0.1
H -1.6319 0.0577 4.4629 0.0 -0.2 0.1
H -1.4508 -1.3902 5.4683 0.0 0.1 -0.2
C 1.4876 -0.4895 4.8334 0.2 0.4 0.3
H 1.4763 -1.0254 5.7981 0.0 0.1 -0.3
H 0.9494 0.4562 4.9708 0.1 -0.2 0.0
H 2.5334 -0.2314 4.6207 -0.3 -0.1 0.1
C 3.0778 -2.3327 2.8521 0.7 0.0 -0.1
H 3.4239 -3.0182 3.6412 0.0 0.2 -0.2
H 3.5815 -1.3695 3.0101 -0.1 -0.2 0.0
H 3.4338 -2.7259 1.8916 -0.1 0.0 0.2
C 1.0090 -4.1593 1.3315 0.1 -0.4 -0.4
H 1.2301 -5.0450 1.9469 0.0 0.2 -0.2
H 1.8967 -3.9646 0.7142 -0.1 -0.1 0.1
H 0.1887 -4.4277 0.6539 0.1 0.0 0.1
C -1.5308 0.7611 -4.9047 -0.4 -0.6 0.1
C -1.6072 -0.5770 -4.9534 -0.5 0.7 -0.2
C -0.8246 -1.4774 -5.8569 0.5 -0.3 -0.1
C 0.5876 -0.9921 -6.2849 -0.2 -0.6 -0.5
C 1.4740 -0.5311 -5.1682 0.3 0.4 0.4
C 1.5397 0.7076 -4.6589 0.4 -0.5 -0.4
C 0.7591 1.9011 -5.1222 -0.4 0.3 0.0
C -0.6373 1.6244 -5.7395 0.2 0.8 -0.1
H -1.4029 -1.6747 -6.7778 0.1 0.0 0.3
H 0.4977 -0.2510 -7.0893 0.2 -0.3 0.3
H -0.7110 -2.4571 -5.3631 -0.1 0.2 -0.1
H -0.5274 1.2586 -6.7678 -0.2 0.1 0.4
H -2.2292 1.3222 -4.2671 0.2 -0.4 -0.1
H -2.3943 -1.0858 -4.3816 0.2 0.3 -0.2
H -1.1360 2.6045 -5.8098 0.2 -0.3 -0.2
H 0.6199 2.5786 -4.2630 0.1 -0.1 -0.2
H 2.2900 0.9279 -3.8869 -0.2 -0.2 -0.3
H 1.3479 2.4727 -5.8625 -0.1 -0.2 0.3
H 1.0841 -1.8719 -6.7248 -0.2 0.3 -0.1
H 2.1665 -1.3030 -4.8067 -0.2 0.4 0.1
P -1.1181 0.0091 -0.8141 -0.5 -0.3 -0.4
C -2.7153 0.8496 -0.8898 -0.2 0.3 -0.4
C -1.2549 -1.5592 -1.7258 -0.3 -0.1 -0.2
P 1.5868 0.4529 -0.3677 0.4 0.0 0.0
C 0.2932 0.8770 -1.6517 -0.3 0.0 0.8
C 2.5282 -0.8336 -1.2411 0.3 0.0 -0.1
C 2.7563 1.8197 -0.2258 0.2 0.2 -0.1
H -2.7647 1.6248 -0.1102 0.1 -0.2 -0.3
H -3.5047 0.1085 -0.6919 0.2 0.2 -0.1
H -2.8593 1.2959 -1.8827 -0.2 -0.1 0.3
H -1.3422 -1.3639 -2.8020 0.1 0.1 0.4
H -2.1584 -2.0759 -1.3902 0.1 0.0 0.0
H -0.3923 -2.2142 -1.5739 -0.1 0.2 0.2
H 2.9566 2.1908 -1.2377 0.2 0.1 0.2
H 3.6790 1.4163 0.2169 -0.2 0.2 -0.1
H 2.3765 2.6253 0.4178 0.0 -0.3 -0.2
H 0.1405 1.9678 -1.7949 0.1 -0.7 0.3
H 0.5485 0.3869 -2.6128 -0.3 0.3 0.5
H 3.4898 -0.9454 -0.7275 -0.2 -0.1 -0.1
H 2.6930 -0.4933 -2.2719 0.1 -0.2 0.2
H 2.0124 -1.7997 -1.2572 0.1 0.2 0.1
S 0.3978 2.4034 2.5114 0.5 -1.7 -1.5
C -0.6816 3.2428 3.5552 -1.7 0.9 1.3
C -0.9015 2.8324 4.8954 0.0 0.4 -0.6
C -1.5838 3.6619 5.7869 0.0 0.1 -0.1
C -2.0636 4.9101 5.3742 0.1 -0.2 -0.3
C -1.9588 5.2728 4.0232 0.1 -0.2 0.3
C -1.2998 4.4461 3.1159 0.4 -0.6 0.5
H -0.5111 1.8664 5.2132 -0.1 0.3 0.0
H -1.7465 3.3410 6.8198 0.2 0.1 -0.4
H -2.5232 5.5903 6.0954 0.1 -0.3 -0.3
H -2.3904 6.2111 3.6854 0.1 -0.1 0.0
H -1.2110 4.7184 2.0679 0.0 0.1 0.2
```
Positions in Å, forces in eV/Å.

As for the charge: +1. For the HOMO energy, the calculation gives -9.734 eV. Its energy above the lowest of the compared OMol25 structures with the same formula, charge and spin is 0.00 kJ/mol.



# C29H46N2O3S

A single C29H46N2O3S molecule (ωB97M-V/def2-TZVPD, OMol25).

Geometry as XYZ:
```
81
Properties=species:S:1:pos:R:3:forces:R:3
C 2.0506 -4.8727 -4.3494 -0.1 0.1 0.1
C 1.4457 -3.4813 -4.4557 0.3 0.3 0.1
C 0.5551 -3.3471 -5.6864 0.0 0.1 0.1
S 2.8151 -2.2268 -4.6587 -0.1 -0.1 0.1
C 2.8741 -1.4337 -3.0705 0.2 -0.2 -0.3
C 2.7262 -0.0553 -3.0109 0.0 0.0 0.0
C 2.7069 0.5825 -1.7863 0.1 -0.1 0.0
C 2.8077 -0.1447 -0.6062 0.2 0.0 0.1
C 2.6457 0.5251 0.7300 0.0 0.0 -0.1
C 1.1889 1.0265 0.9601 0.2 -0.1 0.2
N 0.2234 0.5047 0.0212 -0.1 0.1 0.0
C -0.3244 1.3816 -1.0019 -0.5 0.0 -0.3
C -1.7776 1.7659 -0.7071 0.2 0.0 0.2
C -1.9611 2.5518 0.5919 0.0 0.2 -0.4
C -1.4291 3.9816 0.5043 0.0 -0.2 0.5
C -1.4957 4.7450 1.8319 -0.1 0.2 -0.5
C -0.6973 6.0479 1.7330 0.1 -0.2 0.4
C -0.7325 6.8206 3.0478 -0.1 0.2 -0.2
C -2.1713 7.1298 3.4466 0.1 -0.2 0.3
C -2.9740 5.8379 3.5556 -0.2 0.2 -0.2
C -2.9345 5.0662 2.2395 0.2 -0.2 0.3
C -0.1323 -0.8093 -0.0543 0.2 0.3 0.3
O -0.8635 -1.2126 -0.9614 -0.4 -0.2 -0.3
N 0.3430 -1.6488 0.8933 0.1 0.0 0.3
C -0.0713 -3.0418 0.9265 -0.2 -0.1 0.1
C -1.4421 -3.2020 1.5908 0.0 -0.1 -0.3
C -1.8571 -4.6692 1.5867 0.0 0.1 0.3
C -0.8153 -5.5213 2.3047 0.0 -0.1 -0.3
C 0.5514 -5.3481 1.6499 0.0 0.1 0.3
C 0.9698 -3.8809 1.6590 0.0 -0.1 -0.4
C 3.0183 -1.5143 -0.6853 0.1 0.1 0.0
C 3.0708 -2.1596 -1.9055 0.1 0.1 0.0
C 0.6591 -3.1259 -3.1980 0.0 -0.2 -0.2
O 0.6179 -3.8492 -2.2325 0.0 -0.3 0.2
O 0.0375 -1.9712 -3.2873 -0.4 0.4 -0.1
H 2.6715 -4.9565 -3.4612 0.0 0.0 0.0
H 1.2579 -5.6149 -4.2779 -0.1 -0.1 0.0
H 2.6589 -5.0803 -5.2264 0.0 0.0 -0.1
H 0.1325 -2.3468 -5.7352 0.0 0.0 -0.1
H 1.1376 -3.5294 -6.5868 0.0 0.0 -0.1
H -0.2565 -4.0712 -5.6369 -0.1 -0.1 0.0
H 2.6106 0.5040 -3.9263 -0.1 0.1 -0.1
H 2.5924 1.6559 -1.7481 0.0 0.2 0.0
H 3.3209 1.3805 0.7987 0.0 0.0 0.1
H 2.9260 -0.1795 1.5143 0.1 0.0 0.0
H 0.8816 0.7925 1.9874 0.0 0.1 0.0
H 1.1623 2.1124 0.8666 -0.1 -0.1 0.1
H -0.2891 0.8574 -1.9613 0.1 0.2 0.1
H 0.3011 2.2704 -1.0729 0.1 -0.1 0.0
H -2.3576 0.8437 -0.6557 0.0 0.0 -0.1
H -2.1548 2.3532 -1.5461 -0.1 0.0 -0.1
H -1.4619 2.0234 1.4070 0.0 -0.1 0.1
H -3.0266 2.5806 0.8244 0.0 -0.1 0.1
H -1.9946 4.5288 -0.2536 0.0 0.1 -0.1
H -0.3867 3.9601 0.1779 0.1 0.1 -0.1
H -1.0439 4.1222 2.6137 0.0 0.0 0.0
H 0.3392 5.8274 1.4652 0.0 0.0 -0.1
H -1.1211 6.6665 0.9382 0.0 0.0 -0.1
H -0.1646 7.7481 2.9469 0.1 0.0 0.1
H -0.2604 6.2236 3.8320 0.1 0.0 0.1
H -2.1892 7.6631 4.3994 0.0 0.1 0.0
H -2.6253 7.7763 2.6921 0.0 0.1 0.0
H -4.0094 6.0633 3.8196 0.0 -0.1 0.1
H -2.5543 5.2178 4.3516 0.0 0.0 0.1
H -3.5088 4.1446 2.3452 -0.1 0.0 -0.1
H -3.4023 5.6652 1.4546 -0.1 0.0 -0.1
H 0.7613 -1.2807 1.7302 0.0 0.1 0.0
H -0.1355 -3.3728 -0.1148 0.0 0.0 0.2
H -2.1729 -2.6018 1.0464 0.0 0.1 0.0
H -1.3936 -2.8328 2.6200 0.0 0.1 0.1
H -2.8305 -4.7807 2.0690 0.0 0.0 -0.1
H -1.9505 -5.0083 0.5535 -0.1 0.0 -0.1
H -1.1100 -6.5720 2.2754 0.0 0.0 0.1
H -0.7579 -5.2200 3.3541 0.0 0.0 0.1
H 0.5048 -5.6919 0.6153 0.0 -0.1 -0.1
H 1.2972 -5.9490 2.1750 0.0 0.0 -0.1
H 1.9383 -3.7740 1.1688 0.1 0.1 0.0
H 1.0646 -3.5302 2.6918 0.0 0.0 0.1
H 3.1451 -2.0885 0.2203 0.0 0.0 0.1
H 3.2361 -3.2246 -1.9452 0.0 -0.1 0.0
H -0.4098 -1.7264 -2.4215 0.3 -0.2 -0.1
```
Positions in Å, forces in eV/Å.

For the HOMO energy, the calculation gives -8.229 eV. The SMILES is CC(C)(Sc1ccc(CCN(CCCCC2CCCCC2)C(=O)NC2CCCCC2)cc1)C(=O)O. Its energy above the lowest of the compared OMol25 structures with the same formula, charge and spin is 13.47 kJ/mol.